Entry 1:
Molecular formula: C44H32BaN4O4P
Method: DFT, wB97M-V/def2-TZVPD

Structure (XYZ):
```
86
Properties=species:S:1:pos:R:3:forces:R:3:mulliken_charge:R:1
Ba -0.74737 0.83721 -0.07118 -0.104 -0.022 -1.320 2.02
C -0.68778 -0.28305 -3.62975 -0.080 0.080 -0.013 -0.07
H -2.94966 3.60715 4.50744 -0.002 0.029 0.010 0.46
H 3.07839 -0.69446 2.57725 0.000 0.004 -0.004 0.37
O -1.75365 -1.64048 3.80677 -0.020 -0.117 -0.157 -0.47
C -3.12643 3.50168 3.44634 -0.008 -0.003 -0.026 -0.73
H 4.33188 -1.72427 4.44008 0.012 -0.003 0.012 0.43
H 0.31504 -0.40513 -3.23541 0.011 -0.010 -0.012 0.34
H -6.29076 3.66744 -2.91987 -0.005 0.000 -0.009 0.44
N -3.25369 1.91773 -1.29824 0.040 -0.051 -0.055 0.37
P 1.66404 -1.64633 0.36746 -0.491 0.263 0.213 1.81
C -3.61618 3.06871 0.80365 -0.040 0.089 -0.007 0.70
C 2.77125 -0.13092 -1.65346 -0.152 -0.166 0.347 -1.14
H -1.43857 -1.43756 4.69509 -0.006 -0.018 0.076 0.36
H 5.40307 -0.64826 -3.78141 0.011 0.008 -0.011 0.40
H 1.33065 -2.63609 -2.40296 0.002 0.013 0.008 0.33
C 1.73029 0.79561 -1.29942 0.122 0.199 -0.281 1.17
C -2.37013 -0.68066 -5.26320 -0.065 0.031 0.011 -0.62
C 3.32458 -4.53042 2.83832 0.003 -0.043 -0.006 -0.70
H 2.58601 3.16984 -3.64170 -0.018 0.026 0.003 0.42
N -3.24688 2.03008 1.55578 0.065 -0.026 -0.102 -0.25
C -3.44955 4.58706 2.64748 0.000 -0.058 -0.041 -0.51
H 4.30348 1.50486 -4.23525 0.005 0.011 -0.009 0.39
C 0.57660 -3.11080 -1.78704 0.052 0.004 0.011 -0.71
C -1.20183 -0.84783 2.89578 0.336 0.295 0.143 0.45
H -0.36329 -1.45501 -5.38977 -0.008 -0.015 -0.018 0.52
H -2.02232 -5.27097 -2.05044 0.004 -0.005 -0.026 0.42
C -5.09784 3.43925 -1.14983 0.039 -0.022 -0.015 -0.74
H -2.05340 -4.88864 0.39560 -0.013 -0.011 -0.016 0.44
C 2.64892 2.23528 -3.09645 0.098 -0.055 -0.023 -1.15
C -2.74427 0.70444 -3.34975 -0.067 -0.012 -0.008 0.47
H -0.44577 -3.37333 1.43003 0.049 0.010 -0.015 0.45
H -4.24380 0.25899 -4.83502 -0.011 -0.005 -0.007 0.34
N -1.50661 0.47476 -2.90275 0.034 0.098 0.203 0.28
C -1.30196 -4.60296 -1.59749 -0.020 0.006 0.005 -0.67
C -1.07224 -0.86298 -4.82855 0.147 -0.110 0.023 -0.93
C 2.90829 -1.35121 -0.91780 0.109 0.003 0.038 -0.35
O 0.15636 3.30421 0.82135 0.104 0.079 0.106 -0.47
C 4.70590 -0.84818 -2.97603 -0.004 -0.022 0.021 -0.88
H 4.47491 -4.19101 4.61406 -0.001 -0.002 0.006 0.40
C 2.63622 -3.95160 1.78005 -0.042 -0.025 -0.042 -0.17
C -3.03489 2.25571 2.84781 0.066 -0.014 0.156 -0.21
H -2.78855 1.38876 3.45198 0.002 -0.011 -0.032 0.49
C 0.82107 2.16662 2.83110 0.033 0.296 -0.134 0.11
H 2.24052 3.00065 4.22588 0.007 0.036 -0.053 0.62
C -1.32073 -4.38935 -0.22519 0.008 0.001 0.033 -0.93
C 4.81769 -1.99375 -2.23915 -0.019 0.025 0.001 -0.93
C 1.39129 1.13680 4.88954 0.016 0.020 0.004 -1.11
O -1.50523 -0.91751 1.73378 -0.296 -0.315 0.531 -0.63
C 0.50370 0.11614 4.57851 -0.057 -0.178 -0.082 -0.86
C 2.53407 -2.56818 1.67703 0.192 0.043 0.067 0.06
C 3.90786 -2.24773 -1.19171 0.069 0.024 -0.074 -0.40
H 4.00921 -3.15909 -0.61327 -0.026 0.012 0.017 0.46
H -4.89964 2.08614 -4.21849 -0.021 0.020 -0.011 0.34
C 3.84741 -2.35103 3.70198 -0.012 -0.036 -0.017 -0.71
C 1.55856 2.19303 4.00872 -0.034 -0.127 -0.025 -0.48
H 5.60220 -2.70718 -2.45494 0.002 -0.010 0.004 0.44
C 3.69786 0.10708 -2.69708 0.086 0.098 -0.121 0.93
C -0.35333 -3.95790 -2.37454 -0.021 -0.025 -0.041 -0.56
H -0.32158 -4.12189 -3.44432 -0.018 -0.015 -0.005 0.46
C -5.44104 3.17814 -2.46373 0.020 0.001 0.046 -0.76
C 3.93101 -3.73526 3.79713 0.041 0.063 0.058 -0.48
C -0.19099 0.17856 3.37649 0.120 0.156 0.231 0.74
N -0.02390 1.19284 2.53723 0.027 -0.052 0.153 0.54
C -3.59059 1.65859 -2.56530 -0.063 -0.005 -0.153 0.60
H 2.17642 -4.58209 1.02926 -0.024 -0.014 -0.009 0.44
H 0.39768 -0.72617 5.25110 0.027 0.007 0.018 0.45
H 1.95442 1.10598 5.81209 -0.010 -0.020 0.012 0.48
C 0.88589 3.26719 1.78206 -0.040 -0.334 0.503 0.08
H -3.51274 5.58492 3.05975 0.003 0.007 0.014 0.45
C -3.99183 2.79311 -0.61202 0.003 0.026 0.007 0.09
C 0.56777 -2.88662 -0.41084 0.045 -0.023 -0.113 0.44
C -3.70785 4.36419 1.30588 0.006 -0.001 0.038 -0.77
H 3.39837 -5.60778 2.90969 -0.015 -0.009 -0.020 0.42
O 1.80393 4.17380 2.07791 0.009 0.043 -0.128 -0.45
C -4.67458 2.28333 -3.18242 0.067 -0.033 0.031 -0.79
C 3.14600 -1.77567 2.65521 -0.054 -0.078 -0.035 -0.63
H 1.01509 2.75146 -1.82930 -0.070 -0.019 -0.026 0.32
C 1.74428 1.96087 -2.03971 -0.150 0.041 0.037 -0.24
C 3.60274 1.31943 -3.43001 -0.016 -0.041 0.040 -0.92
H 1.83613 4.83456 1.36759 -0.007 0.006 -0.016 0.41
H -5.67948 4.11638 -0.54153 -0.020 0.010 -0.010 0.55
H -3.96796 5.18150 0.64826 -0.006 0.014 0.002 0.52
C -3.22339 0.11468 -4.51503 0.077 0.001 0.043 -0.81
H -2.72142 -1.14376 -6.17532 0.011 -0.008 -0.012 0.44
C -0.40339 -3.53167 0.35814 -0.045 -0.031 0.061 -0.42
```
Forces are in eV/Å.

Calculated values
gap between HOMO and LUMO: 0.207 Eh
molecular weight: 849.07 g/mol
HOMO: -0.327 hartree
relative energy (zero: lowest compared OMol25 entry of this formula, charge and spin): 129.0 kJ/mol
charge: +1
E: -70278.842 eV
lowest unoccupied orbital energy: -3.277 eV

---

Entry 2:
Molecular formula: C19H27GaN5O18PSSeTe
Method: DFT, wB97M-V/def2-TZVPD

Structure (XYZ):
```
74
Properties=species:S:1:pos:R:3:forces:R:3:mulliken_charge:R:1
O 0.12699 2.31174 3.62281 0.097 0.081 -0.065 -0.72
P 2.24840 -1.92021 1.56320 0.195 0.787 -0.229 0.26
O 2.28289 -3.14835 0.55903 0.011 -0.063 -0.207 -0.34
H -8.31132 1.05062 4.49947 0.025 -0.037 0.003 0.35
O 0.57153 1.70807 0.05185 -0.178 -0.209 -0.465 -0.24
N -1.97624 0.78606 0.02707 0.039 0.161 -0.126 0.44
C -2.10054 1.76715 -0.89571 0.121 -0.230 0.047 -0.72
H 2.94219 0.78223 2.79357 0.058 0.012 0.034 0.00
H -6.15078 0.45062 3.35201 0.049 0.010 0.080 0.23
H -5.23662 1.23710 4.67284 -0.023 -0.066 -0.045 0.42
C -4.97350 2.82166 2.22987 0.032 -0.126 -0.193 0.07
O -7.56782 2.76258 2.54880 0.062 -0.024 0.026 -0.69
O 1.71537 -0.68685 0.78736 -0.486 -0.486 0.323 0.63
H 3.81988 0.13671 -1.74268 0.008 0.013 0.035 0.23
C -3.31425 2.35497 -0.72846 -0.210 0.250 0.099 -0.22
H 3.54716 -4.87922 -0.93607 -0.039 0.019 -0.059 0.38
C 2.78774 -4.29540 -1.46316 -0.008 -0.017 0.065 -1.69
Te 1.37193 -2.52399 3.65457 0.045 -0.039 -0.109 -0.51
C 2.63766 -2.93360 -0.83126 0.012 -0.067 0.234 0.65
O 5.64194 5.12823 1.14587 -0.025 0.043 0.040 -0.67
H 4.53897 1.19930 3.45123 -0.026 -0.012 -0.026 0.51
H 1.07760 3.73580 1.47050 0.036 -0.033 0.013 0.43
C 2.83947 0.64138 -1.59570 -0.102 0.110 0.009 -0.65
H -2.96698 -1.18927 1.53251 0.004 0.007 0.026 0.38
C -3.09497 0.74622 0.73896 0.150 -0.295 0.038 0.14
O -0.89325 -3.76329 -1.03546 0.032 0.617 0.154 -0.75
O -6.18368 3.80896 4.33220 0.019 -0.049 -0.060 -0.73
N -3.81118 3.50106 -1.40257 0.040 -0.312 0.180 1.09
H 1.85470 -2.35989 -1.31676 -0.156 0.105 -0.020 0.04
O -0.97999 -1.81909 0.95355 -0.036 0.067 -0.339 -0.54
H 3.29199 4.85010 1.67566 -0.036 -0.025 -0.016 0.47
N -3.94863 1.69459 0.32364 -0.247 0.119 -0.169 0.55
O 6.49858 3.64466 -0.14990 0.038 -0.047 -0.044 -0.66
H 4.29645 1.06368 1.69312 0.028 -0.038 0.127 -0.04
C 2.88644 1.74735 -0.61140 -0.157 -0.121 -0.110 1.47
C -6.18547 1.21028 4.13490 -0.199 -0.106 0.165 -0.19
O -0.39188 -1.05740 -1.33789 -0.097 -0.150 0.201 -0.38
H 5.46513 -0.96334 2.66539 0.051 -0.025 -0.051 0.30
H 3.56862 -2.36389 -0.87446 0.052 -0.004 0.028 0.22
H 1.83219 -4.81657 -1.40961 0.005 -0.031 -0.036 0.31
N -0.60190 1.72841 2.83695 -0.115 0.087 0.256 0.73
C 1.74617 2.23170 0.09701 0.140 -0.013 0.151 -0.19
O 1.88797 0.32465 -2.26250 0.072 0.043 0.031 -0.44
C 4.25669 3.47401 0.34790 0.118 0.137 -0.001 -0.42
O -0.21104 0.60810 2.36430 -0.197 -0.157 -0.051 -0.30
H 4.97784 1.98071 -0.98966 -0.020 -0.039 0.051 0.46
C -3.37304 -0.22501 1.82390 -0.054 0.026 0.026 -1.34
C 4.38668 -0.82412 2.74118 -0.109 0.209 -0.161 -0.54
C 4.11480 2.35715 -0.45276 0.168 0.077 -0.199 -0.47
O 3.83221 -1.58430 1.65884 0.076 -0.129 0.166 -0.49
C 1.93731 3.37515 0.91964 0.006 0.026 -0.025 -0.35
O -2.94848 -1.99380 -0.91493 0.621 -0.054 0.132 -0.70
C -7.38016 1.00593 5.06430 0.062 0.044 -0.038 -1.42
Se -1.36208 -2.26490 -0.63954 -0.429 -0.405 -0.349 1.19
H -5.86969 2.50794 0.29421 -0.056 0.018 -0.117 0.37
O -3.17577 3.90518 -2.35552 0.056 0.080 -0.134 -0.66
H -7.40822 1.78496 5.82686 0.029 -0.051 -0.009 0.36
C 3.15625 3.98611 1.03941 0.066 0.082 0.067 -0.76
H 4.04515 -1.24693 3.68484 -0.042 -0.117 0.078 0.29
H -7.31030 0.03487 5.55273 0.012 0.010 0.002 0.41
H -4.83431 3.87268 1.97203 0.066 -0.021 0.008 0.33
H -2.86211 0.09751 2.73248 -0.035 -0.012 -0.034 0.15
Ga -0.10464 -0.09972 0.40114 0.508 -0.035 0.379 0.50
O -1.72930 2.17303 2.54544 0.195 0.006 -0.055 -0.53
N 5.55038 4.12302 0.45586 -0.222 -0.117 0.016 1.02
H -5.69324 1.02527 1.20924 -0.003 -0.048 0.027 0.58
H -4.44124 -0.32563 2.01071 0.033 0.006 -0.018 0.46
O -4.83797 4.02698 -0.98499 -0.081 0.068 0.021 -0.69
H -1.32779 1.98043 -1.61383 0.008 0.068 0.076 0.70
H -4.10076 2.47304 2.79029 0.033 0.108 -0.082 0.04
C 4.01912 0.64739 2.66275 -0.084 -0.108 -0.032 -0.38
S -6.35008 2.78293 3.33094 -0.236 0.235 0.038 1.28
C -5.22355 1.97471 0.97278 0.264 0.202 0.182 -1.41
H 3.08067 -4.18829 -2.51107 -0.030 -0.014 0.039 0.40
```
Forces are in eV/Å.

Calculated values
gap between HOMO and LUMO: 0.216 Eh
molecular weight: 952.77 g/mol
HOMO: -0.088 hartree
charge: -2
E: -209584.159 eV
lowest unoccupied orbital energy: 3.473 eV

---

Entry 3:
Molecular formula: C2HN2O2
Method: DFT, wB97M-V/def2-TZVPD

Structure (XYZ):
```
7
Properties=species:S:1:pos:R:3:forces:R:3:mulliken_charge:R:1
O 2.52635 -0.07254 0.12828 2.429 0.307 -0.157 -0.58
N 0.45650 -1.32946 -0.07815 0.624 -1.365 -0.168 -0.66
N -0.94075 0.64103 0.05399 -4.153 -1.473 0.926 0.10
C 0.01608 -0.05477 -0.22712 2.767 -0.866 -0.663 0.09
C 1.41979 -0.40869 -0.11544 -2.376 -0.442 0.500 0.55
H -2.23167 -0.58757 0.29780 1.611 1.564 -0.324 0.09
O -1.24629 1.81200 -0.05936 -0.902 2.275 -0.114 -0.59
```
Forces are in eV/Å.

Calculated values
gap between HOMO and LUMO (spin up / spin down): 0.279 / 0.277 Eh
molecular weight: 85.04 g/mol
HOMO (spin up / spin down): -0.130 / -0.129 hartree
relative energy (zero: lowest compared OMol25 entry of this formula, charge and spin): 579.7 kJ/mol
charge: -1
E: -9160.233 eV
lowest unoccupied orbital energy (spin up / spin down): 4.052 / 4.042 eV

---

Number 3 is which compound? C2HN2O2

---

molecular weight of number 3 (C2HN2O2)? 85.04 g/mol

---

The lowest E belongs to which entry? C19H27GaN5O18PSSeTe